This record from the OMol25 dataset describes a structure of composition C25H36CrNO2. The level of theory is ωB97M-V/def2-TZVPD.

CARTESIAN COORDINATES (ANGSTROEM)
Cr 0.0733 -0.2284 0.0327
O 0.2748 -0.1801 -6.4699
O 1.5866 1.8151 -4.2731
N 0.8915 1.3248 1.3256
C 2.2481 -0.7604 0.1616
C -1.9508 0.4929 -0.7099
C 0.7380 -1.7728 -1.2833
C -0.2892 3.1785 -4.9650
C -0.8295 -1.6756 -8.0575
C 0.2645 1.1119 -7.1861
C -1.9443 -0.8777 -0.2149
C 1.4965 -1.7154 0.9142
C 1.6993 -1.5413 -7.9706
C 1.1654 3.1736 -4.5107
C 0.5782 -2.3618 0.0212
C 0.4334 0.9886 -4.2063
C 1.7738 -0.7746 -1.1973
C -0.8285 1.7929 -4.5809
C 1.1351 1.3556 2.6819
C 0.8249 0.2615 3.6140
C -1.9385 1.3662 0.4369
C -1.8585 0.5665 1.6092
C 0.3839 -0.8048 -7.7978
C -1.7910 -0.8085 1.2282
C 1.7491 3.3621 1.8418
C 1.0809 2.8663 -0.6160
C 1.2595 2.5344 0.8066
C 1.6800 2.6139 3.0273
C 0.3117 0.5224 -8.5757
H -1.7485 -1.0926 -7.9108
H 1.7647 -1.9693 -8.9814
H -0.8156 -2.5171 -7.3524
H 0.0047 2.9558 -0.8718
H 1.0833 0.6121 4.6249
H -0.8643 3.9623 -4.4680
H -0.6751 1.6610 -7.0265
H 0.3423 0.5145 -3.2193
H 1.8573 3.6114 -5.2547
H 2.1895 -0.1939 -2.0260
H -0.6348 0.6786 -9.0934
H -2.1272 0.7984 -1.7419
H 1.9504 2.8693 4.0423
H -2.0722 2.4444 0.4243
H 1.4192 -0.6447 3.4184
H -1.9587 0.9334 2.6304
H -0.8315 -2.0628 -9.0868
H 1.5137 2.0887 -1.2702
H -1.7668 -1.6541 1.9250
H 3.0851 -0.1771 0.5486
H 1.1993 0.7860 -9.1614
H 0.6388 0.1726 -4.9013
H 1.1289 1.7221 -6.9025
H 1.6471 -1.9681 1.9659
H 2.5599 -0.8680 -7.8405
H 1.2263 3.7436 -3.5652
H -0.0590 -3.2106 0.2891
H -0.2466 -0.0047 3.6188
H 2.1081 4.3721 1.7218
H -0.3382 3.3619 -6.0365
H 1.5793 3.8241 -0.8322
H 1.7508 -2.3618 -7.2472
H -2.0815 -1.7849 -0.7985
H -1.4796 1.8757 -3.7106
H -1.3879 1.3002 -5.3805
H 0.1925 -2.0506 -2.1884

Force components x, y, z for each atom (eV/Å):
Cr 0.9 2.1 1.0
O -0.1 0.2 -3.6
O -0.4 1.4 -0.3
N 0.0 0.5 0.3
C -0.1 -0.6 -0.8
C -0.9 -0.3 1.1
C 0.7 -0.2 0.0
C -0.2 0.0 -0.2
C 0.0 -0.3 0.2
C -0.2 0.8 0.7
C -0.7 1.1 0.8
C 0.4 -1.3 -0.8
C 0.0 -0.1 0.0
C 0.6 0.1 0.8
C 1.4 -0.5 0.1
C 0.0 -1.3 0.5
C 1.1 -1.1 0.1
C 0.4 -0.1 0.5
C 0.5 1.7 -1.1
C -0.1 -0.5 0.7
C -0.8 -1.0 -0.1
C -0.9 -0.3 -0.8
C -0.2 -0.8 -0.8
C -1.6 0.6 -0.3
C -0.2 -0.3 -0.9
C -0.2 0.1 -0.8
C 0.4 0.1 2.0
C -0.6 -1.3 0.0
C 0.3 -0.3 0.6
H 0.2 -0.2 0.1
H -0.1 0.1 0.2
H -0.2 0.1 -0.2
H 0.4 0.0 0.0
H -0.1 -0.2 -0.2
H 0.2 0.0 -0.1
H 0.6 -0.2 0.1
H 0.0 0.5 0.2
H -0.3 -0.1 0.4
H -0.3 -0.2 0.4
H 0.3 -0.1 -0.3
H 0.2 -0.1 0.3
H 0.1 0.2 0.0
H 0.3 -0.2 -0.1
H -0.3 0.2 0.1
H 0.5 -0.1 -0.4
H 0.1 0.1 0.3
H -0.1 0.3 0.1
H 0.1 0.4 -0.4
H -0.6 0.1 -0.1
H -0.4 -0.1 0.0
H -0.3 0.5 1.0
H -0.2 -0.1 0.1
H -0.2 0.2 -0.5
H -0.3 -0.2 0.1
H 0.3 -0.2 -0.3
H 0.1 0.6 -0.2
H 0.4 -0.1 0.0
H 0.0 0.1 0.0
H -0.2 0.0 0.0
H -0.2 -0.2 -0.1
H 0.2 0.1 -0.1
H 0.2 0.3 0.1
H 0.0 0.0 -0.1
H 0.0 0.1 0.3
H 0.2 0.2 0.4

Properties
- Largest force on an atom: 3.63 eV Å⁻¹
- Charge: -1
- Relative energy (zero: lowest compared OMol25 entry of this formula, charge and spin): 74.01 kJ/mol
- 2S+1: 5
- <S²>: 6.029

Löwdin population analysis, charges in e, atoms 1 to 8: atom 1 (Cr): 0.56, atom 2 (O): -0.13, atom 3 (O): -0.14, atom 4 (N): -0.01, atom 5 (C): -0.15, atom 6 (C): -0.19, atom 7 (C): -0.21, atom 8 (C): -0.17